1.
Entry from the OMol25 dataset: a structure of composition C40H63F24O10PS2Si2 in a non-equilibrium geometry (ωB97M-V/def2-TZVPD).

Element x y z (Å)
C  3.848  0.531  3.506
C  5.082  0.738  3.032
Si  5.347  1.729  1.467
O  5.452  3.329  1.882
C  4.579  4.312  1.311
C  3.276  4.461  2.094
C  2.184  5.174  1.290
C  2.517  6.653  1.009
O  4.088  1.478  0.419
Si  3.953  0.193  -0.639
C  3.352  -1.307  0.303
C  2.882  -2.481  -0.570
C  2.214  -3.602  0.230
C  3.191  -4.322  1.190
C  2.751  -4.444  2.663
C  2.082  -3.202  3.266
C  0.537  -3.223  3.324
O  -0.028  -4.521  3.392
C  -0.509  -5.018  2.166
S  2.400  0.745  -2.039
C  0.805  0.374  -1.266
C  0.239  1.568  -0.522
O  0.901  2.412  0.027
O  -1.121  1.611  -0.577
C  -1.794  2.015  0.618
C  -2.656  0.901  1.214
C  -2.035  -0.489  1.103
O  -4.003  0.979  0.705
C  -4.184  0.519  -0.574
O  -3.870  1.167  -1.542
C  -4.889  -0.831  -0.700
S  -4.454  -1.754  -2.186
P  5.819  -0.133  -1.778
C  5.979  1.239  -3.012
C  6.676  2.452  -2.394
C  5.684  -1.668  -2.784
C  4.599  -1.715  -3.887
H  3.679  0.141  4.505
H  2.990  0.781  2.887
H  5.955  0.364  3.562
H  6.659  1.365  0.908
H  4.388  4.142  0.247
H  5.127  5.255  1.381
H  2.940  3.485  2.449
H  3.484  5.077  2.975
H  1.983  4.632  0.369
H  1.276  5.153  1.898
H  3.584  6.866  1.071
H  2.174  6.953  0.017
H  2.017  7.318  1.715
H  4.108  -1.619  1.026
H  2.489  -0.943  0.879
H  2.255  -2.127  -1.391
H  3.764  -2.918  -1.051
H  1.320  -3.240  0.741
H  1.869  -4.337  -0.503
H  3.314  -5.340  0.813
H  4.177  -3.859  1.125
H  2.141  -5.337  2.791
H  3.658  -4.627  3.244
H  2.360  -2.343  2.647
H  2.462  -2.984  4.263
H  0.222  -2.710  4.236
H  0.096  -2.677  2.482
H  -1.085  -4.270  1.609
H  -1.185  -5.844  2.393
H  0.282  -5.412  1.519
H  0.121  0.134  -2.081
H  0.844  -0.493  -0.606
H  -2.460  2.840  0.364
H  -1.092  2.391  1.363
H  -2.753  1.126  2.276
H  -1.565  -0.664  0.137
H  -1.304  -0.607  1.905
H  -2.800  -1.245  1.282
H  -4.747  -1.449  0.183
H  -5.957  -0.625  -0.783
H  -3.237  -2.177  -1.816
H  6.593  0.830  -3.817
H  5.010  1.534  -3.416
H  7.704  2.234  -2.114
H  6.662  3.277  -3.109
H  6.139  2.809  -1.512
H  6.659  -1.736  -3.275
H  5.636  -2.542  -2.135
H  4.114  -2.690  -3.939
H  5.064  -1.553  -4.862
H  3.847  -0.938  -3.764
C  -0.762  4.587  -2.139
C  0.438  4.915  -3.049
C  1.470  5.937  -2.559
F  0.925  7.156  -2.384
F  2.443  6.043  -3.494
F  0.003  5.244  -4.284
F  1.135  3.749  -3.142
O  -2.012  5.212  -2.401
C  -2.376  6.424  -1.887
C  -2.611  7.467  -2.990
F  -1.506  7.633  -3.738
F  -2.917  8.647  -2.406
F  -1.518  6.865  -0.954
F  -3.579  6.253  -1.277
H  -0.966  3.535  -2.334
H  -0.491  4.661  -1.085
H  1.917  5.600  -1.619
H  -3.436  7.150  -3.631
C  -1.314  -9.556  2.582
C  -1.970  -10.943  2.695
C  -1.085  -12.193  2.614
F  -0.466  -12.292  1.423
F  -1.874  -13.280  2.767
F  -2.985  -11.043  1.811
F  -2.507  -10.986  3.950
O  -1.354  -8.883  1.330
C  -0.383  -9.113  0.383
C  -0.972  -9.694  -0.909
F  -1.627  -10.841  -0.661
F  0.042  -9.951  -1.764
F  0.622  -9.867  0.859
F  0.161  -7.917  0.055
H  -1.921  -8.923  3.227
H  -0.310  -9.555  3.006
H  -0.338  -12.184  3.412
H  -1.660  -8.976  -1.359
C  -7.424  3.412  -1.549
C  -7.676  4.685  -2.374
C  -6.708  5.863  -2.212
F  -6.717  6.342  -0.954
F  -7.106  6.856  -3.041
F  -8.947  5.104  -2.194
F  -7.551  4.304  -3.680
O  -8.167  3.223  -0.354
C  -7.784  3.734  0.857
C  -8.807  4.737  1.408
F  -8.989  5.759  0.552
F  -8.336  5.232  2.574
F  -6.545  4.249  0.825
F  -7.766  2.702  1.735
H  -7.759  2.596  -2.186
H  -6.358  3.247  -1.386
H  -5.692  5.564  -2.480
H  -9.761  4.236  1.580

The value obtained for the LUMO energy is -0.08 eV. The total charge is 0. The total energy comes out at -6427.99304 Ha. The HOMO-LUMO gap is 8.17 eV. The energy relative to the best compared isomer or geometry (same formula, charge and spin) comes out at 0.0 kcal per mole. Its maximum force is 1.30 eV Å⁻¹.

=====

2.
Entry from the OMol25 dataset: a structure of composition C40H63GaNOPSb2Si3 in a non-equilibrium geometry (ωB97M-V/def2-TZVPD).

Element x y z (Å)
Ga  0.467  0.677  -0.263
N  1.316  -0.075  1.513
C  1.247  0.773  2.737
C  2.184  0.554  3.757
C  2.195  1.397  4.887
C  1.290  2.469  4.967
C  0.366  2.640  3.954
C  0.329  1.814  2.785
P  -0.882  2.051  1.368
C  -2.409  1.442  2.091
C  -2.414  0.130  2.641
C  -3.546  -0.396  3.253
C  -4.709  0.374  3.406
C  -4.684  1.695  2.971
C  -3.538  2.233  2.303
C  -1.066  3.795  1.023
C  -2.104  4.118  0.143
C  -2.218  5.399  -0.420
C  -1.293  6.375  -0.041
C  -0.405  6.108  1.013
C  -0.206  4.803  1.441
H  2.274  -0.323  1.283
H  0.872  -1.012  1.731
H  2.798  -0.359  3.713
H  2.984  1.249  5.608
H  1.253  3.132  5.856
H  -0.318  3.481  3.956
H  -1.482  -0.433  2.627
H  -3.520  -1.434  3.587
H  -5.600  0.029  3.909
H  -5.506  2.394  3.263
H  -3.525  3.250  1.903
H  -2.783  3.329  -0.195
H  -3.080  5.629  -1.083
H  -1.295  7.338  -0.555
H  0.346  6.830  1.292
H  0.674  4.530  2.017
C  -1.747  -1.730  -3.506
Sb  -1.979  -1.400  -1.268
C  -3.451  0.157  -1.377
C  -3.537  -2.649  -0.211
C  -3.344  -4.012  -0.726
C  -3.650  -4.336  -2.067
C  -3.322  -5.607  -2.659
C  -2.811  -6.639  -1.884
C  -2.663  -6.425  -0.493
C  -2.920  -5.126  0.095
C  -2.856  -4.951  1.546
Sb  -0.800  -3.990  2.110
C  -0.874  -3.931  4.252
C  0.295  -5.868  2.054
H  -2.728  -2.035  -3.887
H  -0.995  -2.468  -3.852
H  -1.522  -0.723  -3.834
H  -4.190  -0.129  -2.191
H  -2.877  1.078  -1.498
H  -4.033  0.226  -0.465
H  -4.447  -2.171  -0.532
H  -3.237  -2.405  0.769
H  -4.121  -3.571  -2.659
H  -3.524  -5.734  -3.743
H  -2.560  -7.605  -2.322
H  -2.277  -7.176  0.147
H  -2.807  -5.926  2.070
H  -3.569  -4.256  1.993
H  -0.492  -4.910  4.634
H  -1.952  -3.723  4.486
H  -0.299  -3.114  4.601
H  -0.217  -6.594  2.723
H  1.261  -5.665  2.435
H  0.392  -6.249  1.015
C  2.606  -3.015  -0.898
O  2.700  -1.568  -0.883
Si  2.761  -0.592  -2.215
C  4.568  -0.509  -2.741
C  1.856  -1.429  -3.702
C  2.151  1.012  -1.438
Si  1.497  2.203  -2.800
C  -0.406  2.474  -2.870
C  1.937  4.046  -2.587
C  1.983  1.932  -4.579
Si  3.589  1.928  -0.479
C  3.109  3.264  0.835
C  4.539  0.652  0.602
C  4.790  2.611  -1.814
H  3.377  -3.413  -1.525
H  1.598  -3.366  -1.180
H  2.816  -3.289  0.139
H  4.888  -1.408  -3.343
H  5.206  -0.450  -1.845
H  4.738  0.374  -3.398
H  1.626  -2.456  -3.481
H  2.564  -1.500  -4.568
H  0.993  -0.866  -4.036
H  -1.131  1.629  -3.014
H  -0.629  3.145  -3.760
H  -0.765  2.931  -1.941
H  1.315  4.569  -1.805
H  1.637  4.562  -3.498
H  2.983  4.311  -2.392
H  1.105  2.168  -5.228
H  2.374  0.922  -4.768
H  2.789  2.619  -4.746
H  4.023  3.873  1.010
H  2.898  2.884  1.861
H  2.341  3.946  0.544
H  4.614  0.959  1.622
H  5.531  0.433  0.156
H  4.030  -0.336  0.676
H  4.916  3.708  -1.549
H  4.484  2.490  -2.846
H  5.842  2.207  -1.714

The value obtained for the LUMO energy is -6.53 eV. The total charge is +2. The total energy comes out at -5306.61605 Ha. The HOMO-LUMO gap is 5.64 eV. Its maximum force is 3.25 eV Å⁻¹.